# 1
C4H6FHgO4 | the ωB97M-V functional and the def2-TZVPD basis

Each line ends with the Löwdin charge.
Positions of all 16 atoms, in Å:
Hg: -1.489 1.057 -0.762  1.427
F: -2.217 2.653 -0.891  -0.549
O: 0.585 0.986 -0.136  -0.207
O: -0.162 -0.729 -1.091  -0.107
O: 2.099 -0.644 -0.923  0.259
O: -2.292 -0.444 0.393  -0.052
C: -1.524 -1.360 0.686  -0.095
C: 1.031 -0.144 -0.895  -0.484
C: -0.557 -1.887 -0.341  -0.041
C: 1.549 1.722 0.643  0.016
H: 0.313 -2.342 0.153  0.162
H: -1.606 -1.911 1.637  0.165
H: -1.019 -2.638 -0.994  0.172
H: 2.526 1.235 0.574  0.109
H: 1.169 1.695 1.668  0.111
H: 1.593 2.752 0.279  0.114

**Energy**: -19316.1487 eV
**E_HOMO**: -15.448 eV
**Energy relative to the best compared isomer or geometry (same formula, charge and spin)**: 22.9 kcal/mol
**Total charge**: +1
**Frontier orbital gap**: 10.05 eV
**Multiplicity**: 1


# 2
C4H5N3S | the ωB97M-V functional and the def2-TZVPD basis

Each line ends with the Löwdin charge.
Positions of all 13 atoms, in Å:
S: -0.434 -1.172 -0.661  0.923
N: -0.344 1.433 0.085  0.074
N: 1.792 -0.396 0.721  -0.030
N: 1.937 0.650 -0.137  0.010
C: -1.067 0.390 0.005  -0.615
C: 0.869 -1.270 0.546  -0.451
C: -2.482 0.378 0.484  -0.088
C: 0.965 1.439 -0.389  -0.239
H: -2.783 1.381 0.830  0.090
H: 0.845 -2.083 1.222  0.052
H: -3.143 0.054 -0.312  0.074
H: 1.207 2.300 -1.029  0.116
H: -2.586 -0.334 1.309  0.084

**Energy**: -19532.5342 eV
**E_HOMO**: -9.403 eV
**Energy relative to the best compared isomer or geometry (same formula, charge and spin)**: 54.1 kcal/mol
**Frontier orbital gap**: 9.81 eV
**Multiplicity**: 1


# 3
C3H8N2O2 | the ωB97M-V functional and the def2-TZVPD basis

Each line ends with the Löwdin charge.
Positions of all 15 atoms, in Å:
O: -5.063 -0.220 0.436  -0.053
O: -3.066 1.825 1.284  -0.077
N: 3.834 -0.421 -0.833  0.036
N: 2.206 -0.100 0.641  0.049
C: 3.493 -0.169 0.468  -0.231
C: 2.642 -0.738 -1.469  -0.123
C: 1.672 -0.332 -0.611  -0.172
H: 2.576 -1.132 -2.467  0.100
H: -5.922 -0.546 0.716  0.040
H: 4.742 -0.775 -1.083  0.137
H: -3.926 1.729 1.714  0.021
H: 0.649 -0.240 -0.924  0.091
H: -5.228 0.374 -0.302  0.044
H: -2.861 0.883 1.196  0.026
H: 4.252 -0.136 1.234  0.113

**Energy**: -10315.4185 eV
**E_HOMO**: -8.819 eV
**Energy relative to the best compared isomer or geometry (same formula, charge and spin)**: 35.4 kcal/mol
**Frontier orbital gap**: 9.59 eV
**Multiplicity**: 1


# 4
C18H20N2O5S | the ωB97M-V functional and the def2-TZVPD basis

Each line ends with the Löwdin charge.
Positions of all 46 atoms, in Å:
S: -4.649 -1.126 0.191  0.628
O: -1.482 -0.643 -1.246  0.057
O: 6.081 0.240 1.126  0.036
O: -5.733 -0.395 0.782  -0.302
O: 6.113 -1.051 -0.782  0.039
O: -4.671 -2.561 0.257  -0.302
N: 0.107 -1.635 0.000  0.069
N: -3.267 -0.652 0.971  -0.235
C: -0.465 3.000 -0.950  -0.080
C: 2.443 -0.209 0.797  -0.050
C: 2.452 -0.988 -0.349  -0.202
C: -1.150 -1.201 -0.219  -0.461
C: -0.877 1.671 1.001  -0.060
C: -0.004 2.391 0.204  -0.080
C: -2.673 2.184 -0.492  -0.039
C: 3.663 -1.330 -0.960  0.052
C: 4.818 -0.861 -0.385  -0.196
C: 4.798 -0.079 0.772  -0.206
C: -1.803 2.902 -1.292  -0.069
C: 3.617 0.260 1.382  0.017
C: -4.528 -0.643 -1.549  -0.102
C: 1.166 -1.468 -0.969  -0.121
C: -2.123 -1.511 0.921  -0.103
C: -3.142 0.696 1.481  -0.136
C: -2.217 1.551 0.656  -0.217
C: 6.911 -0.359 0.154  -0.156
H: 3.694 -1.934 -1.852  0.127
H: -4.973 -1.442 -2.127  0.064
H: 1.498 0.050 1.246  0.087
H: 3.602 0.864 2.274  0.119
H: -2.784 0.644 2.517  0.133
H: 0.328 -2.146 0.840  0.149
H: -3.480 -0.522 -1.794  0.035
H: -4.158 1.094 1.481  0.118
H: 0.796 -0.735 -1.695  0.134
H: 1.343 -2.410 -1.501  0.130
H: 1.038 2.472 0.478  0.099
H: -2.521 -2.518 0.758  0.125
H: -3.718 2.112 -0.755  0.110
H: 7.494 0.420 -0.364  0.140
H: 0.217 3.553 -1.578  0.102
H: -5.079 0.278 -1.677  0.056
H: -2.168 3.384 -2.187  0.105
H: -0.519 1.201 1.907  0.110
H: -1.602 -1.487 1.885  0.136
H: 7.602 -1.064 0.642  0.140

**Energy**: -43043.0560 eV
**E_HOMO**: -8.360 eV
**Energy relative to the best compared isomer or geometry (same formula, charge and spin)**: 27.6 kcal/mol
**Frontier orbital gap**: 8.92 eV
**Multiplicity**: 1


# 5
C2HClO2S | the ωB97M-V functional and the def2-TZVPD basis

Each line ends with the Löwdin spin population.
Positions of all 7 atoms, in Å:
Cl: 2.031 -4.209 1.768  0.308
S: 2.872 -2.322 2.497  0.306
O: 2.779 -2.458 3.932  0.193
O: 4.119 -1.981 1.928  0.161
C: 0.219 0.225 -0.073  0.555
C: 0.756 -0.390 0.812  0.459
H: -0.415 1.081 -0.502  0.018

**Energy**: -29534.9277 eV
**E_HOMO (alpha / beta)**: -10.299 / -11.364 eV
**Energy relative to the best compared isomer or geometry (same formula, charge and spin)**: 98.8 kcal/mol
**Frontier orbital gap (alpha / beta)**: 10.46 / 7.21 eV
**Multiplicity**: 3